No. 1
Computed, not measured: a cluster of 9 separate species, C31H52F2N10O18 in total at a distorted geometry, with the ωB97M-V functional and the def2-TZVPD basis.

Geometry (Å):
1 C -3.86903 5.07114 -2.09052
2 C -3.27103 4.20210 -1.46287
3 C -2.37034 3.12709 -0.75238
4 C -2.75072 1.62831 -1.14431
5 C -3.59439 0.86575 0.01039
6 C -2.72729 -0.39505 0.41889
7 C -1.90343 -0.40613 1.69745
8 C -1.91269 0.87107 2.64752
9 C -0.66700 1.82263 2.29552
10 F 0.48061 1.16119 2.85149
11 C -1.04194 -1.56187 2.09212
12 N -0.20208 -1.64522 3.25559
13 C -0.95896 -1.78474 4.53137
14 C -0.15130 -0.92011 5.63246
15 C -1.02574 -2.74402 1.14183
16 F -0.24593 -3.88347 1.41626
17 C -1.82150 -2.74410 -0.10744
18 C -2.70286 -1.56621 -0.50347
19 C -3.50017 -1.64230 -1.87681
20 O -4.63290 -1.22199 -2.03153
21 C -2.70321 -2.36927 -3.04364
22 C -1.91076 -3.44225 -2.67764
23 N -1.07559 -4.18330 -3.65245
24 C 0.33347 -4.02521 -3.09753
25 C 1.44018 -3.99171 -4.22211
26 C 2.90989 -3.85879 -3.58528
27 C 2.99720 -2.70121 -2.48580
28 C -1.80656 -3.93044 -1.16114
29 O -1.75220 -5.10837 -0.85948
30 H -4.60410 5.90149 -2.26937
31 H -1.29763 3.36000 -1.05909
32 H -2.42889 3.21020 0.37482
33 H -3.33109 1.68152 -2.11826
34 H -1.80353 1.03786 -1.36891
35 H -4.58629 0.59956 -0.44897
36 H -3.79276 1.57340 0.86349
37 H -2.89886 1.40868 2.61106
38 H -1.74928 0.58266 3.73590
39 H -0.56983 1.97494 1.17905
40 H -0.80889 2.85092 2.76610
41 H 0.51419 -2.37190 3.16459
42 H -2.02421 -1.42874 4.48823
43 H -0.85811 -2.86337 4.89208
44 H 0.94523 -0.99098 5.33666
45 H -0.24356 -1.34040 6.67340
46 H -0.42039 0.17488 5.54703
47 H -2.74842 -2.02519 -4.11598
48 H -1.32530 -5.17123 -3.46011
49 H 0.55769 -4.86064 -2.36273
50 H 0.32931 -3.00110 -2.59567
51 H 1.34933 -3.11661 -4.93978
52 H 1.39139 -4.92152 -4.88333
53 H 3.68128 -3.57734 -4.37650
54 H 3.26113 -4.81795 -3.08019
55 H 4.03368 -2.54984 -2.07146
56 H 2.62284 -1.72415 -2.94029
57 H 2.31313 -2.89013 -1.59236
58 C -6.13594 1.73545 3.27712
59 N -5.40214 1.81019 4.56850
60 O -4.28584 1.32319 4.60756
61 O -5.97268 2.35436 5.49643
62 H -5.51017 1.22644 2.54743
63 H -7.05365 1.17720 3.45403
64 H -6.34794 2.75369 2.95894
65 C -6.86707 2.25886 8.42285
66 N -6.70535 2.99715 9.70433
67 O -5.65088 3.57786 9.88769
68 O -7.64477 2.96623 10.47980
69 H -5.96064 2.37214 7.83576
70 H -7.04007 1.21228 8.66719
71 H -7.71998 2.68896 7.90155
72 C -5.39864 7.65855 -5.91535
73 N -5.24673 7.26485 -4.48963
74 O -4.22884 7.60966 -3.91699
75 O -6.15664 6.62266 -3.99578
76 H -4.51928 8.22127 -6.21831
77 H -5.49290 6.74516 -6.49968
78 H -6.29489 8.27112 -5.99272
79 C 7.47556 -0.26648 -3.04120
80 N 6.29047 -1.14035 -3.24134
81 O 6.49676 -2.32248 -3.46603
82 O 5.19572 -0.61371 -3.16605
83 H 8.37492 -0.87031 -3.13584
84 H 7.44710 0.50612 -3.80778
85 H 7.40352 0.16272 -2.04613
86 C 9.13698 -3.91890 -5.65819
87 N 9.68066 -3.30693 -4.41741
88 O 9.64161 -3.97329 -3.40191
89 O 10.12800 -2.17501 -4.51198
90 H 8.77678 -4.91800 -5.42638
91 H 8.32264 -3.28616 -6.00610
92 H 9.94551 -3.95885 -6.38587
93 C 10.40737 0.94691 0.84647
94 N 9.35846 0.64202 -0.16247
95 O 8.81175 1.58600 -0.70636
96 O 9.12251 -0.53408 -0.37149
97 H 10.51049 2.02599 0.92865
98 H 10.08681 0.51635 1.79322
99 H 11.33552 0.49526 0.50133
100 C -5.32263 6.64368 1.78660
101 N -5.71297 5.29778 2.28325
102 O -6.59330 4.71034 1.68016
103 O -5.12061 4.87759 3.26260
104 H -5.92877 6.88473 0.91703
105 H -5.50113 7.35457 2.59133
106 H -4.26754 6.60251 1.52237
107 C 4.99890 -5.55596 0.01067
108 N 5.02206 -6.61932 -1.02876
109 O 5.17078 -7.76816 -0.65337
110 O 4.88968 -6.25865 -2.18365
111 H 5.12684 -6.01785 0.98648
112 H 5.81739 -4.87073 -0.20285
113 H 4.03540 -5.05314 -0.05563

Forces on atoms 1 to 6 (eV/Å):
C -0.43 -0.35 1.81
C 0.59 -0.22 0.16
C -0.25 0.60 -0.86
C -0.05 0.36 -0.28
C 0.94 -0.05 -0.92
C 0.28 -1.80 0.65

Values from the calculation:
Total charge: 0
E (a.u.): -3313.01048
SMILES string: C#CCCCc1c(CCF)c(NCC)c(F)c2c1C(=O)C=C(NCCCC)C2=O.C[N+](=O)[O-].C[N+](=O)[O-].C[N+](=O)[O-].C[N+](=O)[O-].C[N+](=O)[O-].C[N+](=O)[O-].C[N+](=O)[O-].C[N+](=O)[O-]
Spin multiplicity: 1
LUMO level (eV): -0.67
Maximum force (Eh/bohr): 0.0608



No. 2
Computed, not measured: a structure of composition C31H52NaO6P2S3Te at a distorted geometry, with the ωB97M-V functional and the def2-TZVPD basis.

Geometry (Å):
1 Na -1.18569 0.11359 -1.14102
2 C 2.77529 -0.96697 1.11787
3 C 3.72987 0.21326 1.09903
4 S 3.25833 1.38128 -0.21511
5 C 2.53286 2.80944 0.66226
6 C 1.37407 2.52548 1.60698
7 S -0.13523 1.99339 0.73631
8 C -1.20072 1.42024 2.09349
9 C -0.67156 0.42634 3.13527
10 S 0.15907 -1.30410 0.82687
11 H 3.07487 -1.68633 1.89025
12 H 2.79323 -1.47078 0.14608
13 H 4.73577 -0.13632 0.87088
14 H 3.74437 0.73918 2.05427
15 H 2.22640 3.47678 -0.14550
16 H 3.33743 3.29109 1.21679
17 H 1.13152 3.42928 2.16800
18 H 1.64900 1.72811 2.29336
19 H -2.07671 1.02840 1.58374
20 H -1.50936 2.31778 2.62986
21 H -1.21914 0.63131 4.04723
22 H 0.39197 0.56872 3.33517
23 C 0.28199 -4.66484 3.01678
24 C 0.61020 -3.53148 3.97820
25 C 2.04277 -3.60827 4.47179
26 O 0.49881 -2.26171 3.29676
27 P -0.81060 -1.42018 2.93333
28 O 1.48834 -0.45323 1.39318
29 C -2.21208 -2.32884 2.13552
30 P -3.27918 -1.43804 0.96287
31 O -2.58644 -0.80566 -0.17505
32 O -4.07608 -0.35663 1.78060
33 C -5.07534 -0.69714 2.79493
34 C -6.42009 -0.19511 2.30743
35 C -4.65752 -0.05905 4.10585
36 O -4.42563 -2.45161 0.56844
37 C -4.37917 -3.67011 -0.21790
38 C -3.42628 -3.56515 -1.39493
39 C -4.06033 -4.85726 0.67688
40 O -1.56943 -1.65893 4.42300
41 C -1.02831 -1.55317 5.74620
42 C -1.71942 -2.61542 6.59184
43 C -1.22955 -0.18115 6.38619
44 H 0.64354 -5.60827 3.42510
45 H 0.77354 -4.49003 2.05872
46 H -0.79372 -4.75778 2.85990
47 H -0.08206 -3.55622 4.81940
48 H 2.72128 -3.67474 3.62053
49 H 2.17133 -4.49088 5.09735
50 H 2.29419 -2.72274 5.05548
51 H -2.85256 -2.73588 2.91607
52 H -1.73310 -3.14072 1.58376
53 H -5.11573 -1.78381 2.89445
54 H -6.38577 0.88721 2.17996
55 H -7.19045 -0.44480 3.03577
56 H -6.67250 -0.65383 1.35186
57 H -4.60273 1.02375 3.98078
58 H -3.68477 -0.43460 4.41977
59 H -5.39418 -0.29174 4.87444
60 H -5.40180 -3.76704 -0.58360
61 H -2.39566 -3.46651 -1.04523
62 H -3.66814 -2.70067 -2.01166
63 H -3.50573 -4.46782 -1.99898
64 H -3.00813 -4.85194 0.96700
65 H -4.25912 -5.78384 0.13965
66 H -4.67971 -4.83914 1.57351
67 H 0.04899 -1.74856 5.71283
68 H -2.74515 -2.30985 6.80360
69 H -1.18829 -2.74791 7.53410
70 H -1.74829 -3.57328 6.07172
71 H -2.27226 0.13268 6.31345
72 H -0.58923 0.58203 5.94753
73 H -0.96965 -0.25488 7.44237
74 Te 0.87948 1.57969 -2.96782
75 C 0.37146 2.01942 -4.99337
76 C 1.18019 2.91239 -5.68792
77 C 0.87326 3.25761 -6.99593
78 C -0.24180 2.71119 -7.61435
79 C -1.04598 1.81420 -6.92673
80 C -0.74296 1.47209 -5.61699
81 C 1.84681 -0.25187 -3.44136
82 C 1.10028 -1.40245 -3.66611
83 C 1.73063 -2.59293 -3.99660
84 C 3.11390 -2.64181 -4.09181
85 C 3.86244 -1.49602 -3.86288
86 C 3.23212 -0.30217 -3.54126
87 H 2.05253 3.33850 -5.20786
88 H 1.50211 3.95671 -7.53149
89 H -0.48571 2.98551 -8.63227
90 H -1.91580 1.38500 -7.40706
91 H -1.37828 0.77760 -5.08074
92 H 0.01842 -1.36870 -3.59628
93 H 1.13970 -3.48082 -4.18172
94 H 3.60763 -3.57021 -4.34663
95 H 4.94151 -1.53085 -3.93989
96 H 3.81969 0.59040 -3.36393

Forces on atoms 1 to 6 (eV/Å):
Na 1.34 0.85 -0.87
C 0.21 -0.17 0.03
C -0.28 0.15 -0.25
S -0.07 0.16 -0.13
C 0.07 -0.40 -0.05
C -0.27 -0.10 -0.08

Values from the calculation:
Total charge: +1
E (a.u.): -3971.41305
Spin multiplicity: 1
Energy relative to the best compared isomer or geometry (same formula, charge and spin) (eV): 3.6687
LUMO level (eV): -1.83
Maximum force (Eh/bohr): 0.0352



No. 3
Computed, not measured: a cluster of 15 separate species, C31H53BN15O2P in total at a distorted geometry, with the ωB97M-V functional and the def2-TZVPD basis.

Geometry (Å):
1 C 3.41717 -1.86852 -2.23262
2 C 1.91731 -1.60109 -2.11185
3 O 1.73005 -0.27323 -1.57670
4 C 1.24065 -2.60382 -1.16271
5 P -0.19378 -3.55975 -1.83365
6 B -1.30471 -2.17061 -2.56347
7 N -1.98322 -1.23483 -1.73407
8 O -1.51550 -2.07897 -3.94895
9 H 3.88289 -1.09879 -2.84307
10 H 3.59569 -2.86642 -2.63423
11 H 3.82504 -1.80825 -1.22192
12 H 1.46900 -1.63646 -3.11038
13 H 1.56746 0.32286 -2.31484
14 H 1.97618 -3.31593 -0.78648
15 H 0.87380 -2.04164 -0.30124
16 H 0.31891 -4.23885 -2.96050
17 H -2.01541 -0.32012 -2.17423
18 H -1.58137 -1.12321 -0.80728
19 H -0.67816 -2.24517 -4.39357
20 C -2.12285 1.51885 1.14389
21 C -1.30825 0.33397 1.37597
22 N -0.73596 -0.64199 1.57755
23 H -1.79059 2.03473 0.24674
24 H -3.15978 1.22540 1.02036
25 H -2.03493 2.19706 1.99120
26 C -5.78871 4.02463 1.04949
27 C -5.33599 2.87823 0.27211
28 N -4.96232 1.94865 -0.28804
29 H -6.80955 4.27897 0.77064
30 H -5.75690 3.77400 2.10814
31 H -5.14294 4.88223 0.87051
32 C 5.16643 1.62629 -1.19663
33 C 5.91248 0.61673 -1.94251
34 N 6.42432 -0.23648 -2.51617
35 H 4.11619 1.57595 -1.48324
36 H 5.24663 1.43373 -0.13070
37 H 5.54604 2.62436 -1.40483
38 C -0.35562 -7.24487 -4.38711
39 C 0.48472 -7.25641 -3.19622
40 N 1.07257 -7.24117 -2.21130
41 H -0.24372 -8.17412 -4.94219
42 H -1.39486 -7.13212 -4.09517
43 H -0.07551 -6.41084 -5.02794
44 C -4.34066 -1.35610 2.25796
45 C -4.82845 -0.25128 3.07802
46 N -5.21701 0.61936 3.71831
47 H -4.15524 -0.99644 1.24641
48 H -3.41028 -1.74474 2.66747
49 H -5.07906 -2.15388 2.21540
50 C -6.22924 5.73628 5.13173
51 C -5.53220 6.32496 3.99243
52 N -4.98060 6.78402 3.09683
53 H -6.52992 4.71677 4.89657
54 H -5.56985 5.72062 5.99703
55 H -7.11375 6.32504 5.36623
56 C -3.79355 -4.30977 -3.61702
57 C -3.61478 -5.49788 -4.44603
58 N -3.46980 -6.43933 -5.08834
59 H -4.79923 -3.91676 -3.75218
60 H -3.64975 -4.56875 -2.56896
61 H -3.06894 -3.54596 -3.89852
62 C -0.63491 3.99921 -2.60222
63 C -0.64700 4.24781 -1.16506
64 N -0.64328 4.44422 -0.03365
65 H 0.04259 3.18389 -2.82693
66 H -1.63779 3.74096 -2.93978
67 H -0.29434 4.88559 -3.13069
68 C -2.35818 -4.78719 3.49825
69 C -3.24101 -4.78218 2.33457
70 N -3.94492 -4.78054 1.42736
71 H -1.99411 -5.79734 3.67433
72 H -1.50502 -4.12987 3.33053
73 H -2.90794 -4.44938 4.37515
74 C 3.12200 2.39968 2.93391
75 C 3.69086 3.12480 1.80306
76 N 4.13367 3.69148 0.90779
77 H 3.14526 1.32918 2.74179
78 H 3.69962 2.60430 3.82927
79 H 2.09031 2.71298 3.08477
80 C 4.25947 2.49550 -4.48738
81 C 2.88423 2.97212 -4.47942
82 N 1.79481 3.33430 -4.44724
83 H 4.27191 1.42116 -4.30114
84 H 4.72068 2.68711 -5.45406
85 H 4.81641 3.00547 -3.70812
86 C 2.30258 -6.14978 1.48146
87 C 1.80368 -5.10454 2.36870
88 N 1.38068 -4.26353 3.02486
89 H 2.46057 -5.74225 0.48458
90 H 3.24286 -6.54511 1.86059
91 H 1.57536 -6.95617 1.41414
92 C 3.50004 6.57839 -1.03801
93 C 4.25667 5.66649 -1.88355
94 N 4.85663 4.92805 -2.52456
95 H 2.44150 6.51355 -1.28324
96 H 3.64431 6.29595 0.00315
97 H 3.84490 7.59890 -1.19344
98 C 4.09666 2.12626 7.62101
99 C 4.02983 1.29475 6.42377
100 N 3.97639 0.64072 5.48212
101 H 4.73441 2.98855 7.43647
102 H 3.09877 2.46875 7.88746
103 H 4.50801 1.54864 8.44628

Forces on atoms 1 to 6 (eV/Å):
C -0.65 0.14 0.32
C 0.50 0.06 0.10
O -0.20 -0.06 -0.20
C 0.07 0.20 -0.42
P -0.42 -0.44 0.91
B 0.07 0.20 -0.51

Values from the calculation:
Total charge: 0
E (a.u.): -2551.01814
Spin multiplicity: 1
Energy relative to the best compared isomer or geometry (same formula, charge and spin) (eV): 0.0000
LUMO level (eV): 0.34
Maximum force (Eh/bohr): 0.0213